Entry 1:
Formula: C4H8AlN2S2Se3Te
Source: the OMol25 dataset
Level of theory: ωB97M-V/def2-TZVPD

Structure (ORCA input):
```
! RIJCOSX wB97M-V def2-TZVPD def2/J DEFGRID3
* xyz -1 1
C -0.76 -1.55 1.74
Al 2.20 -0.73 -1.57
S 2.66 -2.64 -0.76
H -2.64 1.80 0.14
H -2.34 -0.06 2.14
S -0.25 -0.66 -2.07
N -1.43 0.11 0.24
C -0.68 -0.80 -0.42
C -1.35 -0.14 1.67
H 0.54 -2.34 0.12
H -0.89 2.14 0.12
H -0.69 0.61 2.13
Se 2.28 0.97 0.32
Te 3.64 2.70 -2.65
N -0.38 -1.83 0.36
Se 2.94 0.46 -3.57
C -1.68 1.45 -0.23
H -1.50 -2.29 2.07
H -1.68 1.45 -1.32
H 0.10 -1.61 2.39
Se 1.90 2.95 -0.85
*
```

Calculated values
molar mass: 539.7 g mol⁻¹
E_HOMO: -0.150 Eh
calculated total energy: -238865.0255 eV
orbital gap: 6.586 eV
F_max: 1.5 eV/Å

Here are the Löwdin charges for atoms 1 to 5, given in e: number 1, C, carries -0.130; number 2, Al, carries -0.952; number 3, S, carries -0.032; number 4, H, carries 0.086; number 5, H, carries 0.116

---

Entry 2:
Formula: C29H40NO3
Source: the OMol25 dataset
Level of theory: ωB97M-V/def2-TZVPD

Structure (ORCA input):
```
! RIJCOSX wB97M-V def2-TZVPD def2/J DEFGRID3
* xyz 1 1
H -0.37 -5.13 0.87
C 2.14 3.17 -1.12
H 5.06 3.37 1.41
H -5.96 -0.36 -1.22
H 5.31 4.36 -0.85
H -7.87 -2.08 0.89
H -1.63 -3.77 -0.37
C -5.01 -1.48 0.29
C 3.34 3.81 -1.47
H -0.44 -2.52 -0.43
O -6.37 -1.71 2.27
C 5.06 -0.62 1.38
H 3.37 5.53 -5.25
H -4.00 -1.35 -0.07
C 4.24 3.32 0.70
H -3.49 -1.82 3.22
C 3.59 -0.95 1.64
H 1.49 5.44 -6.85
H 1.85 -4.99 0.46
H 2.27 -1.48 0.02
C 4.38 3.88 -0.56
C 2.31 -3.12 1.39
C 2.01 2.62 0.15
C -5.07 -1.44 1.79
H 6.44 -0.72 3.08
H 2.93 2.27 2.04
C -1.89 -2.35 1.19
H -5.45 -2.37 -0.14
N -5.81 -0.30 -0.22
O 4.54 4.97 -3.13
H -8.22 -0.90 2.12
C -7.43 -1.26 1.46
H 6.24 0.91 2.42
H -0.04 -3.91 2.06
C -7.10 -0.10 0.54
C 1.17 3.71 -3.42
H 3.81 -2.37 0.04
C 1.02 3.06 -2.09
H -7.90 -0.04 -0.19
H -0.58 4.22 -6.27
C 0.12 3.64 -4.33
C 3.50 4.43 -2.82
H -7.09 0.85 1.05
C 0.24 4.26 -5.56
C 1.40 4.95 -5.89
C 1.42 -3.99 0.48
H 1.08 2.14 0.42
C -3.12 -3.15 1.61
C 2.46 5.00 -5.00
H 3.50 -1.35 2.65
H -0.78 3.11 -4.07
H -3.61 -3.61 0.75
H -2.75 -3.99 2.19
C 2.35 4.38 -3.76
H -1.33 -2.17 2.11
H 3.01 -0.04 1.61
H 4.98 0.18 3.40
H 1.70 -2.67 2.17
C 3.05 2.70 1.05
H -5.23 0.54 -0.08
C -0.99 -3.16 0.26
H 5.60 -1.50 1.06
H -4.69 -3.08 3.06
C -4.08 -2.38 2.50
H 1.43 -3.60 -0.53
H 3.04 -3.75 1.89
H -2.16 -1.38 0.77
C -0.02 -4.11 0.99
C 3.00 -1.99 0.65
C 5.73 -0.02 2.64
H 5.09 0.16 0.63
H -4.81 -0.41 2.09
O 0.00 2.47 -1.79
*
```

Calculated values
molar mass: 450.6 g mol⁻¹
E_HOMO: -0.417 Eh
calculated total energy: -38347.9196 eV
orbital gap: 7.997 eV
F_max: 1.4 eV/Å

Here are the Löwdin charges for atoms 1 to 5, given in e: number 1, H, carries 0.106; number 2, C, carries -0.084; number 3, H, carries 0.110; number 4, H, carries 0.187; number 5, H, carries 0.124

---

Entry 3:
Formula: C8H13FNO4
Source: the OMol25 dataset
Level of theory: ωB97M-V/def2-TZVPD

Structure (ORCA input):
```
! RIJCOSX wB97M-V def2-TZVPD def2/J DEFGRID3
* xyz 1 1
C 0.29 -0.63 -0.70
H -0.23 2.61 -0.18
F 1.74 -0.61 1.34
C 1.68 -0.03 0.11
C 0.24 1.64 -0.19
H 0.61 -1.02 -1.66
C -0.62 -1.59 0.08
H -2.28 -0.21 -1.39
H 4.77 -0.28 -0.74
H 4.08 1.18 0.05
H 4.14 -0.38 0.93
O -1.25 0.10 1.74
C -1.88 0.33 -0.53
H -2.63 -1.19 0.84
O -1.26 -2.48 -0.78
H -2.55 2.30 -1.07
C -1.71 -0.64 0.65
H -0.75 -3.29 -0.90
H -1.27 -0.43 2.55
H -2.35 2.05 0.69
O 2.76 -0.29 -0.63
H -3.71 1.33 -0.18
C -2.66 1.59 -0.25
H -0.07 -2.10 0.89
N 1.34 1.35 0.29
O -0.46 0.60 -0.90
C 4.02 0.09 -0.05
*
```

Calculated values
molar mass: 206.2 g mol⁻¹
E_HOMO: -0.531 Eh
calculated total energy: -20895.5649 eV
energy above the lowest of the compared OMol25 structures with the same formula, charge and spin: 0.0 kcal/mol
orbital gap: 11.473 eV
F_max: 3.5 eV/Å

Here are the Löwdin charges for atoms 1 to 5, given in e: number 1, C, carries 0.025; number 2, H, carries 0.167; number 3, F, carries 0.106; number 4, C, carries -0.491; number 5, C, carries -0.024

---

Entry 4:
Formula: C7H14N2O2S
Source: the OMol25 dataset
Level of theory: ωB97M-V/def2-TZVPD

Structure (ORCA input):
```
! RIJCOSX wB97M-V def2-TZVPD def2/J DEFGRID3
* xyz 0 1
H -2.52 -0.66 -0.57
C 2.66 1.28 -1.58
C -0.72 0.16 -1.59
H 2.32 -0.85 -2.11
H -0.73 1.17 -1.99
O 1.84 2.44 -1.18
H -1.78 -2.36 1.46
H 3.29 1.09 -0.73
C 1.75 0.06 -2.02
N 0.62 -0.04 -1.10
C -1.52 -0.16 -0.35
H -2.20 -1.16 3.43
H -1.00 -0.50 -2.37
C -1.14 -1.54 1.70
C 0.57 -0.78 0.00
H 3.38 1.66 -2.36
H 1.46 0.32 -3.03
H -1.46 1.26 3.25
H -0.19 -1.74 2.24
H -1.80 0.71 0.24
H -2.73 -0.05 2.18
H 1.40 2.17 -0.40
C -1.87 -0.59 2.59
S 1.94 -1.35 0.89
N -0.71 -0.93 0.51
O -0.85 0.40 2.88
*
```

Calculated values
molar mass: 190.3 g mol⁻¹
E_HOMO: -0.291 Eh
calculated total energy: -25394.8861 eV
energy above the lowest of the compared OMol25 structures with the same formula, charge and spin: 35.2 kcal/mol
orbital gap: 8.372 eV
F_max: 5.6 eV/Å

Here are the Löwdin charges for atoms 1 to 5, given in e: number 1, H, carries 0.148; number 2, C, carries -0.178; number 3, C, carries -0.103; number 4, H, carries 0.104; number 5, H, carries 0.134

---

Entry 5:
Formula: C48H128O48S16
Source: the OMol25 dataset
Level of theory: ωB97M-V/def2-TZVPD

Structure (ORCA input):
```
! RIJCOSX wB97M-V def2-TZVPD def2/J DEFGRID3
* xyz -1 2
H -7.36 0.62 -0.87
C 5.52 -4.42 1.53
S -1.08 7.22 -1.09
H 0.35 3.01 2.01
H -0.38 -2.08 4.28
H -2.48 -1.35 9.06
O 2.04 3.84 -0.98
S -1.63 -2.89 7.25
H 6.42 -7.33 -1.70
C -0.48 3.70 1.88
H -2.43 9.06 -2.36
H 1.40 -5.94 -2.25
O 0.58 4.31 4.10
H -2.80 2.94 6.94
H 6.31 -5.15 1.37
O -2.02 -7.56 -1.78
O 0.87 0.49 -7.23
H -0.77 -6.64 -5.03
S -5.27 0.77 4.17
C 0.61 0.80 -5.91
H 1.65 -1.32 0.14
H 5.51 -0.05 -4.18
H -1.28 8.35 -4.44
H -2.77 7.64 -4.91
O 2.89 -1.23 -2.58
H -0.14 4.68 1.54
H 2.69 2.78 6.02
H 2.81 6.90 -7.86
O -4.41 4.56 0.80
C -0.90 -2.62 -3.06
C -4.30 -2.81 0.95
H -1.59 8.08 1.13
H -3.93 2.02 7.94
H 2.46 0.75 -1.19
C 4.18 -3.65 -2.63
H -1.57 -0.48 7.67
C 5.02 4.02 -1.55
O -0.21 -0.60 -9.27
O -1.53 2.85 4.12
C 0.61 -1.52 0.41
C 2.00 3.59 5.78
H -5.44 2.16 0.00
H 0.35 -7.28 -1.44
H 6.01 0.26 4.59
O -2.90 -5.70 -3.24
O 0.01 4.92 -4.49
H -0.51 -3.23 -3.87
C 6.83 -1.75 -4.63
C 0.10 2.11 -9.29
H 6.61 -2.81 -4.55
C -6.49 2.45 -0.06
C 2.99 5.84 -7.71
O -7.11 -1.51 0.71
H 3.43 1.68 -2.35
H -4.08 2.71 3.15
O -4.48 1.24 5.51
H -8.37 2.09 -1.12
H -4.51 4.32 -2.75
H 5.24 -3.92 -2.61
C 0.46 -5.48 -0.35
H -1.51 2.45 -2.62
H -3.19 -1.12 7.55
H -2.85 -2.21 -4.11
H 3.93 -1.59 1.87
O 3.85 -5.79 -0.17
H 5.01 -7.39 0.46
O -0.24 -6.61 6.37
C -2.79 8.19 -2.91
H -1.44 0.38 -1.16
O -5.46 6.20 -0.81
C 4.21 -0.67 2.38
C 6.00 -0.76 4.99
C 6.35 3.19 -1.67
C 4.60 -6.90 -0.42
H -2.73 -0.80 4.65
H 2.65 4.43 5.55
O -1.71 5.32 3.52
H -6.25 -0.87 -2.91
C -7.36 1.69 -1.09
C 1.90 6.22 -2.89
O -2.66 -1.22 -2.46
S 4.01 -1.97 -1.97
H 7.75 -1.44 -4.12
O 0.66 0.38 2.35
C 2.15 -5.97 5.55
C -0.80 -1.59 5.15
H -0.04 -2.13 -2.61
H -2.14 9.11 -0.22
H -3.06 7.78 0.07
H 4.25 3.86 -2.31
S -4.01 -0.13 -2.51
H 6.83 3.50 -2.60
H 2.99 6.11 -2.81
O 1.10 -8.33 4.95
C -4.17 1.64 3.00
O 3.76 -6.38 2.33
H -3.18 1.22 3.15
H -1.62 -5.20 2.29
C -2.03 -1.71 -3.60
H 1.92 -4.96 5.88
C 1.35 3.19 4.49
H 7.25 -0.24 6.75
O -4.19 0.34 -1.14
C -7.00 -3.53 2.48
C -1.72 -0.43 4.84
H -1.42 0.19 3.99
O -6.61 1.41 4.06
O 2.72 2.62 1.12
O -1.70 0.82 -7.72
S 1.42 4.93 -4.21
H 1.18 2.28 -9.34
S -0.10 0.01 1.20
H 5.49 0.31 6.78
O -1.56 -0.23 1.28
H 4.01 5.61 -7.42
O -0.83 5.85 -0.61
H -4.28 -1.76 0.67
H 6.94 -1.64 -5.70
O -5.16 -0.69 4.09
C -1.12 -7.42 -4.35
O 2.23 5.65 -5.46
O 5.47 -1.39 -2.61
C -4.08 4.09 -1.78
H 1.76 0.71 -4.08
C 0.07 -4.87 3.62
O 4.55 3.59 -0.31
H 0.13 2.70 -2.02
S -1.80 -6.56 -2.86
H -5.09 -2.06 -3.56
H 3.77 -3.57 -3.63
H 3.96 -7.67 -0.86
C -3.85 2.86 7.25
H -2.19 -3.20 1.04
C -1.43 -4.71 3.24
O -8.02 -3.84 0.06
H 1.47 5.92 -1.94
S 3.45 -0.79 4.05
H -0.42 -8.11 -3.88
O -2.28 7.07 -2.23
H 2.06 4.07 -6.89
H 6.90 -1.32 4.72
C -2.36 8.42 -4.27
H -1.76 -3.69 3.08
H 0.06 0.40 -1.97
H -6.93 -4.62 2.58
H -0.37 2.16 -10.27
H 1.58 7.19 -3.28
H -6.78 2.44 0.99
H 2.61 -0.04 -5.51
H -3.10 4.56 -1.81
O 4.09 -2.15 -0.52
H 5.30 5.07 -1.48
O 4.77 -1.56 4.75
H -0.02 1.67 -5.74
S 0.65 -6.97 5.25
H 0.65 -2.31 1.16
O -3.83 0.72 -3.67
H -4.00 3.02 -1.60
C -2.22 -1.29 8.00
O -0.26 -3.14 7.60
C 6.22 -0.45 6.49
H 2.11 2.86 3.79
H -4.32 -2.78 2.04
C -2.01 8.09 0.13
H 0.38 -4.40 -0.42
H -7.93 -3.31 3.01
H 0.88 5.32 -7.12
H 1.30 -5.73 0.31
H -6.88 1.90 -2.04
C -3.05 -3.49 0.43
O 2.82 -4.19 1.45
H -0.08 -1.15 5.84
C 0.50 -6.23 -1.71
H -0.44 2.90 -8.78
H -1.34 3.23 1.42
O 3.39 0.56 4.61
O -0.10 8.17 -1.62
C -0.53 0.96 -1.24
H -6.15 -3.04 2.96
H -2.80 -3.29 -0.61
H 3.81 0.28 2.03
H -4.23 3.26 5.22
H 5.28 -0.47 2.37
H 6.08 -1.35 7.08
C 3.31 1.44 -1.29
H 4.63 -1.41 -4.53
H 5.44 -3.60 0.82
H 5.20 -6.26 -2.34
O -5.51 -3.38 0.30
H -0.45 -5.87 0.10
S -0.95 4.06 3.56
C 5.54 -1.13 -4.01
H -2.15 -5.20 3.90
H 0.07 -1.74 -0.50
H -1.92 -7.97 -4.85
H 6.98 3.35 -0.80
S -0.40 0.55 -8.39
H 0.65 2.38 4.69
H -0.06 0.01 -5.56
H 6.31 -5.71 -1.06
H 2.48 1.71 -5.34
C -5.31 -1.39 -2.73
C 1.98 0.76 -5.15
H 4.23 1.01 -0.90
H 2.70 -6.05 4.61
H 6.21 2.12 -1.85
C 5.71 -6.55 -1.42
O 2.03 3.63 -3.95
H -3.11 -4.57 0.56
S 3.00 2.95 -0.28
H -5.68 2.77 6.07
H -2.56 9.39 -4.73
H -4.60 1.49 2.01
H 2.86 5.46 -8.72
S 3.85 -5.23 1.39
O 0.08 -6.28 3.79
O -6.51 3.86 -0.36
H 3.56 -4.29 -2.00
C 1.91 5.15 -6.82
H -1.40 -3.20 -2.28
O -0.50 -5.62 -2.43
S -7.06 -2.98 0.72
C -4.61 2.60 6.01
H 1.30 3.71 6.60
H 0.09 -4.33 4.57
O 0.17 1.13 -0.03
S -5.12 4.82 -0.43
H -4.13 3.76 7.80
H 2.64 -6.48 6.38
H -1.67 -0.89 -4.22
O 2.32 -1.71 4.10
H 0.71 -4.49 2.82
H -3.86 8.09 -2.76
H -5.29 -2.02 -1.83
C -0.86 2.34 -1.75
H 5.52 -4.08 2.57
H -1.87 0.25 5.67
O -2.65 -3.90 7.57
O -1.76 -2.49 5.66
H -1.19 2.95 -0.90
*
```

Calculated values
molar mass: 1986.6 g mol⁻¹
E_HOMO (spin up / spin down): -0.016 / -0.320 Eh
expectation value of S²: 0.7505
calculated total energy: -323481.5419 eV
orbital gap (spin up / spin down): 1.759 / 10.002 eV
F_max: 4.9 eV/Å

Here are the Löwdin charges for atoms 1 to 5, given in e: number 1, H, carries 0.058; number 2, C, carries -0.078; number 3, S, carries 0.684; number 4, H, carries 0.036; number 5, H, carries 0.102

---

Entry 6:
Formula: CH7N4S
Source: the OMol25 dataset
Level of theory: ωB97M-V/def2-TZVPD

Structure (ORCA input):
```
! RIJCOSX wB97M-V def2-TZVPD def2/J DEFGRID3
* xyz 1 1
H 2.11 1.79 -1.04
H -1.40 -0.27 2.09
N 1.31 1.30 -0.66
S 2.62 -0.68 0.32
N -1.20 0.22 0.32
C 1.16 0.17 -0.04
H -1.38 -1.16 -1.26
H -1.80 -1.53 1.02
H -0.79 0.46 -1.51
H 0.46 1.96 -0.62
H 1.94 -1.54 1.08
N -1.38 -0.19 -0.90
N -1.64 -0.55 1.21
*
```

Calculated values
molar mass: 107.2 g mol⁻¹
E_HOMO: -0.464 Eh
calculated total energy: -17935.5428 eV
energy above the lowest of the compared OMol25 structures with the same formula, charge and spin: 75.5 kcal/mol
orbital gap: 7.878 eV
F_max: 3.7 eV/Å

Here are the Löwdin charges for atoms 1 to 5, given in e: number 1, H, carries 0.106; number 2, H, carries 0.118; number 3, N, carries -0.029; number 4, S, carries 0.816; number 5, N, carries -0.074

---

Entry 7:
Formula: C7H13PS
Source: the OMol25 dataset
Level of theory: ωB97M-V/def2-TZVPD

Structure (ORCA input):
```
! RIJCOSX wB97M-V def2-TZVPD def2/J DEFGRID3
* xyz 0 1
C 0.34 0.16 -1.42
H 0.27 2.93 2.84
H -0.02 0.34 -2.36
C 1.43 -1.98 -0.57
H -0.98 0.42 0.45
H 2.44 -1.50 -0.89
H 1.28 -3.07 -1.01
C -2.26 -2.24 -0.69
H -2.90 -2.06 0.12
H -2.59 -2.73 -1.52
H -1.17 2.57 1.76
H 1.99 -0.19 1.16
C 0.12 -1.28 -0.98
H 1.43 -2.09 0.43
C -0.19 2.96 1.85
H 1.36 0.48 -1.39
C -1.08 -1.70 -0.73
S 1.20 0.29 2.10
H -0.17 3.98 1.54
P 0.89 1.97 0.75
H -0.98 1.72 -1.06
C -0.41 1.04 -0.39
*
```

Calculated values
molar mass: 160.2 g mol⁻¹
E_HOMO: -0.307 Eh
calculated total energy: -27590.7780 eV
energy above the lowest of the compared OMol25 structures with the same formula, charge and spin: 70.9 kcal/mol
orbital gap: 9.231 eV
F_max: 5.2 eV/Å

Here are the Löwdin charges for atoms 1 to 5, given in e: number 1, C, carries -0.235; number 2, H, carries 0.022; number 3, H, carries 0.075; number 4, C, carries -0.072; number 5, H, carries 0.087